1.
15
Properties=species:S:1:pos:R:3:mulliken_charge:R:1 method="wB97M-V/def2-TZVPD" max_force_ev_per_a=3.0 relative_energy_kcal_mol=69.7 e_lumo_ev=0.9 orbital_gap_ev=10.50 smiles=C[C@@H](C#N)N1CC1 homo_ev=-9.60
C 1.977 -0.213 -0.016 -0.049
C -0.742 -1.792 -0.086 -0.541
C -1.699 -0.617 0.080 -0.383
C 0.547 1.805 0.294 -1.276
C 0.650 0.336 -0.308 0.664
N 2.974 -0.742 0.073 -0.418
N -0.315 -0.475 0.365 -0.252
H -0.431 -2.557 0.591 0.276
H -0.645 -2.019 -1.108 0.252
H -1.979 -0.073 -0.769 0.265
H -2.559 -0.542 0.898 0.173
H 0.627 2.494 -0.504 0.304
H 1.293 1.880 1.044 0.376
H -0.298 1.972 0.956 0.374
H 0.601 0.544 -1.509 0.235



2.
15
Properties=species:S:1:pos:R:3:mulliken_charge:R:1 method="wB97M-V/def2-TZVPD" max_force_ev_per_a=3.5 relative_energy_kcal_mol=76.5 e_lumo_ev=0.8 orbital_gap_ev=8.60 smiles="N#C/C=C/CCN" homo_ev=-7.84
N 0.757 -1.072 -0.031 -0.608
C 0.733 0.877 0.552 0.095
C 1.893 1.685 0.240 0.111
N 2.795 2.378 0.001 -0.440
C -0.425 1.074 -0.146 -0.374
C -1.518 0.081 0.132 -0.451
C -0.873 -1.231 -0.344 -0.497
H 1.343 -1.753 0.456 0.234
H 1.292 -0.877 -0.875 0.296
H 0.702 0.586 1.606 0.229
H -0.350 1.422 -1.180 0.246
H -1.793 -0.030 1.192 0.262
H -2.432 0.303 -0.431 0.299
H -0.955 -1.357 -1.434 0.279
H -1.168 -2.088 0.262 0.320



3.
15
Properties=species:S:1:pos:R:3:mulliken_charge:R:1 method="wB97M-V/def2-TZVPD" max_force_ev_per_a=6.4 relative_energy_kcal_mol=91.1 e_lumo_ev=1.0 orbital_gap_ev=8.47 homo_ev=-7.51
C 0.666 1.299 -0.162 -0.530
C 0.869 0.000 -0.145 0.103
C -1.387 -0.408 -0.054 0.244
C -0.817 1.841 0.029 -0.289
C 1.904 -0.961 0.109 -0.963
N -1.696 0.784 -0.102 -0.558
N -1.820 -1.639 -0.040 -0.347
H 1.535 1.935 -0.243 0.425
H -0.732 2.049 1.099 0.183
H -0.994 2.713 -0.609 0.391
H 1.335 -1.687 0.726 0.251
H 2.660 -0.479 0.712 0.324
H 2.409 -1.381 -0.767 0.244
H -1.134 -2.262 -0.455 0.261
H -2.796 -1.802 -0.096 0.261



4.
15
Properties=species:S:1:pos:R:3:mulliken_charge:R:1 method="wB97M-V/def2-TZVPD" max_force_ev_per_a=0.3 relative_energy_kcal_mol=11.3 e_lumo_ev=1.1 orbital_gap_ev=8.54 smiles=Cn1ccc(N)c1 homo_ev=-7.47
C 2.296 0.275 0.061 -0.869
N 0.911 -0.098 -0.125 0.160
C 0.374 -1.318 0.174 -0.459
C -0.993 -1.194 0.245 -0.724
C -1.303 0.176 -0.003 0.754
N -2.595 0.733 0.074 -0.558
C -0.114 0.823 -0.245 -0.668
H 2.952 -0.544 -0.246 0.312
H 2.523 1.151 -0.554 0.295
H 2.510 0.523 1.109 0.296
H 1.007 -2.186 0.305 0.359
H -1.707 -1.988 0.429 0.332
H -3.300 0.142 -0.348 0.248
H -2.650 1.661 -0.325 0.230
H 0.089 1.843 -0.551 0.290